ORCA calculation (wB97M-V/def2-TZVPD) on a structure of composition C7H21O6.

Geometry as XYZ:
```
34
Properties=species:S:1:pos:R:3
C 0.105 0.895 -2.189
O 1.258 1.373 -1.565
C 0.212 -0.606 -2.548
C -0.716 -1.590 -1.894
C -0.581 -1.651 -0.369
C -1.467 -2.058 0.516
C -1.232 -2.046 1.956
C -1.003 -0.959 2.693
H -0.888 0.945 -1.602
H -0.117 1.599 -3.034
H 1.223 -0.918 -2.309
H 0.263 -0.779 -3.646
H -0.810 -2.634 -2.189
H -1.791 -1.276 -2.125
H 0.369 -1.184 -0.018
H -2.442 -2.445 0.222
H -1.072 -3.048 2.441
H -1.267 0.046 2.405
H -0.456 -0.846 3.646
H 3.294 -0.674 0.228
H 3.174 -0.705 -1.257
O 3.500 -1.235 -0.526
H 2.346 0.138 2.362
H 1.949 1.127 1.433
O 2.836 0.782 1.819
H 0.529 2.840 0.497
H 0.957 1.566 -0.364
O 0.723 1.943 0.788
H -0.806 2.338 1.642
H -2.468 2.317 1.678
O -1.643 2.567 2.100
H -2.250 1.371 -0.772
H -2.879 0.225 -0.116
O -2.890 0.676 -0.970
```

Calculated values
E_HOMO: -0.1924 Ha
total charge: -1
largest force on an atom: 3.6 eV/Å
ΔE to the lowest compared entry with this formula, charge and spin: 32.08 kcal per mole

Just the natural (NBO) charges please, in e? Sure, here they are: atom 1 (C): -0.05, atom 2 (O): -0.87, atom 3 (C): -0.44, atom 4 (C): -0.46, atom 5 (C): -0.11, atom 6 (C): -0.30, atom 7 (C): -0.21, atom 8 (C): -0.39, atom 9 (H): 0.12, atom 10 (H): 0.14, atom 11 (H): 0.21, atom 12 (H): 0.19, atom 13 (H): 0.22, atom 14 (H): 0.22, atom 15 (H): 0.22, atom 16 (H): 0.19, atom 17 (H): 0.19, atom 18 (H): 0.21, atom 19 (H): 0.19, atom 20 (H): 0.49, atom 21 (H): 0.48, atom 22 (O): -0.98, atom 23 (H): 0.45, atom 24 (H): 0.51, atom 25 (O): -1.00, atom 26 (H): 0.46, atom 27 (H): 0.50, atom 28 (O): -1.13, atom 29 (H): 0.52, atom 30 (H): 0.46, atom 31 (O): -1.01, atom 32 (H): 0.47, atom 33 (H): 0.47, atom 34 (O): -0.94

ORCA calculation (wB97M-V/def2-TZVPD) on a structure of composition C7H22N3O5OsPSSe2Te2.

Geometry as XYZ:
```
44
Properties=species:S:1:pos:R:3
Os -0.115 0.034 0.304
Se 0.947 1.331 2.274
Te 0.110 3.679 1.746
Te -1.137 2.774 -0.551
Se -2.449 0.950 0.534
C 2.239 -2.184 2.605
C 0.973 -2.395 1.771
C 1.115 -3.629 0.880
C -0.262 -2.494 2.663
N 0.833 -1.241 0.890
H 2.399 -3.048 3.252
H 2.146 -1.294 3.229
H 3.112 -2.073 1.957
H 1.164 -4.518 1.512
H 2.033 -3.578 0.289
H 0.267 -3.718 0.206
H -0.157 -3.339 3.345
H -1.151 -2.632 2.048
H -0.380 -1.579 3.244
N 1.968 -0.930 -2.685
C 3.168 -0.818 -1.799
P 3.512 1.003 -1.716
O 4.630 1.356 -2.621
O 2.148 1.627 -1.787
C 3.994 1.310 0.042
N 3.354 2.626 0.371
H 2.224 -1.040 -3.662
H 1.436 -0.045 -2.564
H 1.318 -1.706 -2.429
H 4.000 -1.375 -2.220
H 2.878 -1.215 -0.827
H 5.067 1.372 0.201
H 3.536 0.587 0.719
H 2.333 2.458 0.432
H 3.528 3.320 -0.357
H 3.637 2.987 1.280
C -2.533 -1.978 -2.930
S -1.159 -1.849 -1.835
O -0.729 -0.402 -1.864
O -0.093 -2.698 -2.365
O -1.617 -2.175 -0.506
H -2.211 -1.811 -3.955
H -3.261 -1.231 -2.622
H -2.933 -2.982 -2.813
```

Calculated values
E_HOMO: -0.2573 Ha
largest force on an atom: 1.2 eV/Å
ΔE to the lowest compared entry with this formula, charge and spin: 25.95 kcal per mole

Just the natural (NBO) charges please, in e? Sure, here they are: atom 1 (Os): 0.61, atom 2 (Se): -0.46, atom 3 (Te): 0.01, atom 4 (Te): 0.21, atom 5 (Se): -0.29, atom 6 (C): -0.60, atom 7 (C): 0.05, atom 8 (C): -0.61, atom 9 (C): -0.62, atom 10 (N): -0.41, atom 11 (H): 0.22, atom 12 (H): 0.22, atom 13 (H): 0.20, atom 14 (H): 0.22, atom 15 (H): 0.20, atom 16 (H): 0.25, atom 17 (H): 0.21, atom 18 (H): 0.24, atom 19 (H): 0.22, atom 20 (N): -0.72, atom 21 (C): -0.62, atom 22 (P): 2.13, atom 23 (O): -1.11, atom 24 (O): -1.17, atom 25 (C): -0.62, atom 26 (N): -0.72, atom 27 (H): 0.42, atom 28 (H): 0.49, atom 29 (H): 0.47, atom 30 (H): 0.24, atom 31 (H): 0.24, atom 32 (H): 0.23, atom 33 (H): 0.25, atom 34 (H): 0.50, atom 35 (H): 0.44, atom 36 (H): 0.43, atom 37 (C): -0.88, atom 38 (S): 2.40, atom 39 (O): -1.01, atom 40 (O): -1.02, atom 41 (O): -0.98, atom 42 (H): 0.24, atom 43 (H): 0.26, atom 44 (H): 0.25

ORCA calculation (wB97M-V/def2-TZVPD) on a structure of composition C7H22N6O6V.

Geometry as XYZ:
```
42
Properties=species:S:1:pos:R:3
O 1.862 1.341 -0.346
V 0.625 0.315 -0.154
C -3.031 -2.306 -0.671
C -2.163 -1.079 -0.907
O -0.818 -1.248 -0.621
H -3.863 -2.277 -1.387
H -3.537 -2.402 0.291
H -2.485 -3.214 -0.933
H -2.599 -0.167 -0.468
H -2.306 -0.852 -1.986
C 1.592 1.804 3.305
C 0.120 1.765 2.951
O -0.141 1.199 1.715
H 2.029 0.804 3.317
H 1.822 2.293 4.256
H 2.122 2.387 2.546
H -0.366 2.748 3.059
H -0.424 1.194 3.725
C 1.066 -0.963 -3.209
O 1.550 -0.438 -2.188
N 1.451 -0.538 -4.443
N -0.072 -1.706 -3.123
H 2.123 0.206 -4.473
H 0.892 -0.798 -5.229
H -0.705 -1.739 -3.896
H -0.443 -1.704 -2.158
C -1.662 2.507 -0.808
O -0.685 1.792 -1.071
N -1.933 2.766 0.478
N -2.504 2.979 -1.757
H -2.583 3.464 0.778
H -1.307 2.289 1.141
H -3.218 3.588 -1.413
H -2.300 2.808 -2.722
C 2.516 -1.824 1.687
O 2.028 -1.057 0.864
N 1.862 -2.136 2.836
N 3.714 -2.446 1.482
H 2.415 -2.624 3.516
H 1.030 -1.638 3.094
H 4.088 -3.005 2.220
H 4.235 -2.088 0.702
```

Calculated values
E_HOMO (spin up / spin down): -0.2903 / -0.2924 Ha
2S+1: 2
largest force on an atom: 3.4 eV/Å
ΔE to the lowest compared entry with this formula, charge and spin: 0.00 kcal per mole

Just the natural (NBO) charges please, in e? Sure, here they are: atom 1 (O): -0.49, atom 2 (V): 1.60, atom 3 (C): -0.63, atom 4 (C): -0.04, atom 5 (O): -0.91, atom 6 (H): 0.19, atom 7 (H): 0.20, atom 8 (H): 0.21, atom 9 (H): 0.15, atom 10 (H): 0.11, atom 11 (C): -0.63, atom 12 (C): -0.03, atom 13 (O): -0.89, atom 14 (H): 0.19, atom 15 (H): 0.20, atom 16 (H): 0.22, atom 17 (H): 0.13, atom 18 (H): 0.13, atom 19 (C): 0.80, atom 20 (O): -0.69, atom 21 (N): -0.83, atom 22 (N): -0.86, atom 23 (H): 0.41, atom 24 (H): 0.39, atom 25 (H): 0.37, atom 26 (H): 0.45, atom 27 (C): 0.81, atom 28 (O): -0.68, atom 29 (N): -0.84, atom 30 (N): -0.82, atom 31 (H): 0.38, atom 32 (H): 0.46, atom 33 (H): 0.39, atom 34 (H): 0.42, atom 35 (C): 0.82, atom 36 (O): -0.66, atom 37 (N): -0.82, atom 38 (N): -0.83, atom 39 (H): 0.38, atom 40 (H): 0.43, atom 41 (H): 0.39, atom 42 (H): 0.42

ORCA calculation (wB97M-V/def2-TZVPD) on a cluster of 6 separate species, C7H22O6 in total.

Geometry as XYZ:
```
35
Properties=species:S:1:pos:R:3
C 0.731 2.639 -0.915
C 1.019 1.533 -0.241
C -0.038 0.559 0.167
C -0.731 0.637 1.297
C -1.796 -0.338 1.733
O -2.814 0.337 2.468
C 2.427 1.148 0.130
C 2.911 -0.061 -0.664
H 1.504 3.341 -1.207
H -0.278 2.928 -1.197
H -0.211 -0.268 -0.512
H -0.554 1.439 2.015
H -1.399 -1.085 2.422
H -2.210 -0.884 0.886
H -3.185 1.028 1.889
H 2.462 0.908 1.196
H 3.106 1.987 -0.012
H 2.977 0.150 -1.730
H 3.901 -0.397 -0.346
H 2.261 -0.928 -0.559
O 0.780 -2.598 -2.392
H 0.619 -1.753 -2.860
H 0.411 -3.273 -2.971
O -3.307 2.456 0.619
H -2.524 2.316 0.070
H -3.137 3.280 1.087
O 1.459 -1.959 2.129
H 1.031 -2.075 2.985
H 1.332 -1.024 1.918
O -0.464 -2.718 0.108
H 0.236 -2.631 0.780
H -0.004 -2.745 -0.745
O 0.147 -0.157 -3.570
H 0.874 0.459 -3.428
H -0.600 0.196 -3.064
```

Calculated values
E_HOMO: -0.3550 Ha
largest force on an atom: 0.5 eV/Å
ΔE to the lowest compared entry with this formula, charge and spin: 15.66 kcal per mole

Just the natural (NBO) charges please, in e? Sure, here they are: atom 1 (C): -0.42, atom 2 (C): 0.00, atom 3 (C): -0.27, atom 4 (C): -0.21, atom 5 (C): -0.10, atom 6 (O): -0.74, atom 7 (C): -0.43, atom 8 (C): -0.61, atom 9 (H): 0.20, atom 10 (H): 0.19, atom 11 (H): 0.23, atom 12 (H): 0.21, atom 13 (H): 0.18, atom 14 (H): 0.19, atom 15 (H): 0.49, atom 16 (H): 0.20, atom 17 (H): 0.21, atom 18 (H): 0.20, atom 19 (H): 0.22, atom 20 (H): 0.22, atom 21 (O): -0.98, atom 22 (H): 0.50, atom 23 (H): 0.48, atom 24 (O): -0.94, atom 25 (H): 0.48, atom 26 (H): 0.48, atom 27 (O): -0.94, atom 28 (H): 0.48, atom 29 (H): 0.48, atom 30 (O): -1.01, atom 31 (H): 0.49, atom 32 (H): 0.49, atom 33 (O): -0.95, atom 34 (H): 0.49, atom 35 (H): 0.49

ORCA calculation (wB97M-V/def2-TZVPD) on a structure of composition C7H24BF4O5Ti2.

Geometry as XYZ:
```
43
Properties=species:S:1:pos:R:3
Ti 2.295 2.166 -1.567
Ti 2.614 2.266 1.713
B 0.349 0.956 -0.172
F 1.748 0.733 0.148
F 0.013 2.082 0.643
F 0.249 1.334 -1.539
F -0.390 -0.142 0.127
C -1.450 0.356 -4.498
O -2.641 -0.289 -4.890
H -1.467 1.425 -4.750
H -1.286 0.253 -3.420
H -0.620 -0.076 -5.052
H -3.383 0.174 -4.493
C -3.317 2.068 -0.771
O -3.204 1.307 0.412
H -2.708 1.687 -1.602
H -4.357 2.012 -1.087
H -3.050 3.123 -0.640
H -2.275 1.200 0.621
C -2.744 -3.011 0.472
O -1.325 -3.003 0.551
H -3.068 -4.050 0.455
H -3.209 -2.509 1.324
H -3.111 -2.549 -0.451
H -1.023 -2.097 0.466
C 4.453 -1.168 -0.948
C 3.132 -1.826 -0.654
O 3.382 -3.222 -0.635
H 4.476 -0.068 -0.895
H 4.746 -1.453 -1.958
H 5.218 -1.510 -0.252
H 2.380 -1.594 -1.426
H 2.664 -1.500 0.283
H 2.656 -3.684 -0.206
C 0.050 1.995 4.272
C 0.388 0.696 3.563
O 1.812 0.671 3.257
H -1.008 2.224 4.153
H 0.642 2.830 3.887
H 0.234 1.926 5.345
H -0.164 0.632 2.625
H 0.117 -0.159 4.177
H 2.180 -0.205 3.413
```

Calculated values
E_HOMO (spin up / spin down): -0.3827 / -0.4475 Ha
total charge: +1
2S+1: 7
largest force on an atom: 1.9 eV/Å

Just the natural (NBO) charges please, in e? Sure, here they are: atom 1 (Ti): 0.84, atom 2 (Ti): 1.05, atom 3 (B): 1.33, atom 4 (F): -0.60, atom 5 (F): -0.56, atom 6 (F): -0.55, atom 7 (F): -0.52, atom 8 (C): -0.25, atom 9 (O): -0.71, atom 10 (H): 0.16, atom 11 (H): 0.15, atom 12 (H): 0.18, atom 13 (H): 0.47, atom 14 (C): -0.25, atom 15 (O): -0.71, atom 16 (H): 0.15, atom 17 (H): 0.19, atom 18 (H): 0.16, atom 19 (H): 0.46, atom 20 (C): -0.25, atom 21 (O): -0.73, atom 22 (H): 0.19, atom 23 (H): 0.16, atom 24 (H): 0.17, atom 25 (H): 0.47, atom 26 (C): -0.63, atom 27 (C): -0.06, atom 28 (O): -0.72, atom 29 (H): 0.17, atom 30 (H): 0.23, atom 31 (H): 0.23, atom 32 (H): 0.15, atom 33 (H): 0.14, atom 34 (H): 0.48, atom 35 (C): -0.63, atom 36 (C): -0.08, atom 37 (O): -0.85, atom 38 (H): 0.25, atom 39 (H): 0.17, atom 40 (H): 0.23, atom 41 (H): 0.19, atom 42 (H): 0.21, atom 43 (H): 0.52

ORCA calculation (wB97M-V/def2-TZVPD) on a structure of composition C7H24CrNO9S.

Geometry as XYZ:
```
43
Properties=species:S:1:pos:R:3
Cr 0.062 -0.066 -1.247
S -2.850 1.517 -2.077
O -2.885 2.385 -0.864
O -1.535 0.823 -2.019
O -3.906 0.494 -1.999
O -2.894 2.300 -3.314
C 2.974 2.772 -2.174
C 2.803 1.367 -2.783
C 3.909 0.396 -2.383
O 1.544 0.870 -2.554
H 3.879 3.264 -2.546
H 3.097 2.636 -1.088
H 2.148 3.472 -2.280
H 2.911 1.580 -3.861
H 3.696 -0.512 -2.956
H 3.862 0.150 -1.315
H 4.933 0.694 -2.623
C -2.736 -0.122 1.742
C -1.263 -0.606 1.789
C -0.972 -1.606 2.906
O -1.466 -0.952 4.056
C -1.214 -1.730 5.240
N -0.996 -1.233 0.449
H -3.449 -0.932 1.936
H -3.069 0.156 0.735
H -2.935 0.730 2.385
H -0.684 0.315 1.750
H 0.082 -1.907 2.977
H -1.459 -2.549 2.612
H -1.282 -1.051 6.086
H -0.259 -2.257 5.247
H -2.038 -2.448 5.280
H -0.389 -2.044 0.506
H -1.888 -1.586 0.112
O -0.771 -1.845 -2.346
H -1.644 -1.671 -2.739
H -0.699 -2.805 -2.300
O 0.374 1.754 0.113
H -0.342 2.340 0.405
H 1.190 2.228 0.307
O 1.751 -1.200 -0.433
H 1.782 -2.000 0.101
H 2.628 -1.124 -0.836
```

Calculated values
E_HOMO (spin up / spin down): -0.1335 / -0.1333 Ha
total charge: -1
2S+1: 5
largest force on an atom: 3.1 eV/Å
ΔE to the lowest compared entry with this formula, charge and spin: 0.00 kcal per mole

Just the natural (NBO) charges please, in e? Sure, here they are: atom 1 (Cr): 1.34, atom 2 (S): 2.61, atom 3 (O): -1.11, atom 4 (O): -1.11, atom 5 (O): -1.09, atom 6 (O): -1.05, atom 7 (C): -0.62, atom 8 (C): 0.13, atom 9 (C): -0.63, atom 10 (O): -0.94, atom 11 (H): 0.18, atom 12 (H): 0.16, atom 13 (H): 0.23, atom 14 (H): 0.12, atom 15 (H): 0.21, atom 16 (H): 0.15, atom 17 (H): 0.20, atom 18 (C): -0.64, atom 19 (C): -0.08, atom 20 (C): -0.07, atom 21 (O): -0.53, atom 22 (C): -0.25, atom 23 (N): -0.84, atom 24 (H): 0.19, atom 25 (H): 0.28, atom 26 (H): 0.23, atom 27 (H): 0.22, atom 28 (H): 0.15, atom 29 (H): 0.15, atom 30 (H): 0.19, atom 31 (H): 0.17, atom 32 (H): 0.17, atom 33 (H): 0.34, atom 34 (H): 0.39, atom 35 (O): -0.95, atom 36 (H): 0.53, atom 37 (H): 0.47, atom 38 (O): -0.95, atom 39 (H): 0.52, atom 40 (H): 0.49, atom 41 (O): -0.92, atom 42 (H): 0.48, atom 43 (H): 0.52